C26H24MnN4Se | ωB97M-V with the def2-TZVPD basis set

XYZ file:
```
56
Properties=species:S:1:pos:R:3:forces:R:3:lowdin_charge:R:1
Mn -0.8641 1.5648 -0.2472 0.6 0.1 -0.2 0.7091
C 3.2932 -1.9719 0.2560 0.0 0.0 -0.1 -0.0720
C 2.4713 -1.7790 -0.8459 0.1 0.0 0.0 -0.0663
C 1.7730 -0.5904 -0.9913 0.1 0.1 -0.2 -0.0543
C 1.8817 0.4081 -0.0355 -0.1 0.3 -0.1 -0.2964
C 2.7317 0.2323 1.0490 -0.1 -0.1 0.2 -0.0383
C 3.4308 -0.9585 1.1935 0.0 0.1 0.0 -0.0688
N 1.0579 1.5829 -0.1398 0.2 -0.3 0.0 -0.0539
C 1.5796 2.8209 0.0854 -0.2 0.3 -0.1 -0.2003
C 2.9581 3.1526 0.0518 -0.2 -0.1 0.0 -0.0042
C 3.3347 4.4542 0.2063 -0.1 0.3 0.1 -0.0277
C 2.3978 5.5073 0.4234 0.4 0.0 0.0 -0.0601
C 1.0711 5.2385 0.4731 -0.2 -0.3 0.0 -0.0008
C 0.6537 3.8942 0.3002 0.6 -0.2 0.1 -0.1931
N -0.6292 3.4627 0.2672 -0.3 1.1 -0.1 -0.0655
N -1.6153 4.2359 0.4612 -0.2 -0.3 -0.1 0.1334
C -2.8354 3.5775 0.2132 0.2 0.0 0.0 -0.2861
C -4.0151 4.2561 0.4407 -0.1 0.1 0.0 0.0206
C -5.2139 3.6109 0.1786 0.0 0.1 0.0 -0.0140
C -5.1945 2.3211 -0.3255 0.0 0.0 0.0 -0.0215
C -3.9747 1.7104 -0.5465 0.0 -0.1 0.0 -0.1210
N -2.8132 2.3097 -0.2720 0.2 0.3 0.2 -0.0128
H 3.8200 -2.9082 0.3837 0.0 0.0 0.0 0.1104
H 2.3739 -2.5536 -1.5958 0.0 0.0 0.0 0.1156
H 1.1441 -0.4182 -1.8566 0.0 -0.1 0.0 0.1025
H 2.8125 1.0072 1.8018 0.0 0.0 0.0 0.1221
H 4.0797 -1.0955 2.0492 0.0 0.0 0.0 0.1114
H 3.6947 2.3840 -0.1307 0.0 0.0 0.0 0.1202
H 4.3867 4.7026 0.1442 0.0 0.0 0.0 0.1193
H 2.7509 6.5233 0.5313 0.0 0.0 0.0 0.1130
H 0.3294 6.0099 0.6236 0.0 0.0 0.0 0.1168
H -3.9649 5.2695 0.8123 0.0 0.0 0.0 0.1271
H -6.1551 4.1142 0.3571 0.0 0.0 0.0 0.1255
H -6.1069 1.7860 -0.5431 0.0 0.0 0.0 0.1211
H -3.9105 0.7117 -0.9568 0.0 -0.1 0.1 0.0862
C 0.4960 -6.3460 -0.3869 0.0 0.1 0.0 -0.0362
C 0.0983 -4.8961 -0.2965 0.0 -0.1 0.0 -0.2505
C -0.4051 -4.2179 -1.3996 0.0 0.1 -0.1 -0.0064
C -0.8279 -2.8961 -1.3208 0.0 -0.1 -0.1 -0.3055
C -1.3814 -2.2227 -2.5472 0.0 0.0 0.0 -0.0723
C -0.7268 -2.2515 -0.0844 0.2 0.2 0.0 -0.4831
Se -1.5417 -0.5330 0.1029 -1.0 -1.2 0.2 0.8953
C -0.1820 -2.8799 1.0370 0.1 0.0 0.1 -0.2918
C 0.0014 -2.2127 2.3763 0.0 -0.1 -0.1 -0.0586
C 0.2156 -4.2059 0.9009 0.0 0.1 0.1 -0.0075
H 0.3627 -6.7333 -1.3955 0.0 0.0 0.0 0.0777
H -0.1084 -6.9492 0.2922 0.0 0.0 0.0 0.0884
H 1.5394 -6.4827 -0.0988 0.0 0.0 0.0 0.0853
H -0.4891 -4.7372 -2.3481 0.0 0.0 0.0 0.1207
H -1.4250 -2.9225 -3.3799 0.0 0.0 0.0 0.0829
H -0.7615 -1.3749 -2.8490 0.0 0.0 0.0 0.0667
H -2.3876 -1.8411 -2.3689 0.0 0.0 0.0 0.0636
H -0.2181 -1.1496 2.3432 0.0 0.0 0.0 0.0273
H 1.0316 -2.3346 2.7136 0.0 0.0 0.0 0.0828
H -0.6480 -2.6710 3.1247 0.0 0.0 0.0 0.0922
H 0.6233 -4.7151 1.7688 0.0 0.0 0.0 0.1319
```
Forces are in eV/Å.

Multiplicity: 5
⟨S²⟩: 6.179
ΔE to the lowest compared entry with this formula, charge and spin, kJ/mol: 67.8
Charge: +1



C3H5NO2S2 | ωB97M-V with the def2-TZVPD basis set

XYZ file:
```
13
Properties=species:S:1:pos:R:3:forces:R:3:lowdin_charge:R:1
C -0.2728 0.2149 -0.0287 -1.5 2.4 -1.1 -0.8697
C 2.3221 -1.0962 -0.2164 2.3 1.0 -4.6 -0.4086
C -1.0944 1.3498 -0.0832 0.5 -3.0 0.4 -0.1330
N -2.4816 1.3290 0.2870 -0.5 -0.5 1.5 -0.4219
O -3.0834 2.3835 0.2953 0.3 0.7 -0.7 0.0580
O -3.0141 0.3050 0.7297 0.7 -0.2 -0.7 -0.0495
S 1.3794 0.3851 -0.6946 -1.2 -0.6 0.6 0.8869
S -1.0046 -1.2765 0.3711 -1.2 0.0 0.5 0.9248
H 3.2885 -0.5426 -0.3227 -0.2 -0.8 0.9 0.0312
H 2.5227 -1.9420 -0.9776 -1.3 1.3 0.8 0.0852
H 2.1786 -1.5136 0.6947 -0.4 -0.7 3.0 -0.0106
H -0.8606 2.2935 -0.4375 0.9 1.5 -0.5 0.0917
H 0.1202 -1.8898 0.3830 1.6 -1.1 -0.1 -0.1845
```
Forces are in eV/Å.

SMILES: CS/C(S)=C/[N+](=O)[O-]
ΔE to the lowest compared entry with this formula, charge and spin, kJ/mol: 476.3



C6H10N2 | ωB97M-V with the def2-TZVPD basis set

XYZ file:
```
18
Properties=species:S:1:pos:R:3:forces:R:3:lowdin_charge:R:1
C 1.4447 -0.3822 -0.5292 -2.8 -2.0 -0.1 -0.0549
C 0.2555 0.4348 -0.0949 -1.4 1.3 1.0 -0.4379
C 0.5637 1.9629 -0.4487 -1.4 0.6 -3.7 -0.0740
C -1.2276 0.0380 -0.0971 2.1 1.2 0.6 -0.2039
C -0.8328 -2.0015 0.8648 0.1 1.0 1.1 -0.1810
C -0.4615 0.1548 1.3125 0.0 0.4 -1.6 -0.1641
H 2.2014 0.2518 -0.1413 1.7 -0.6 0.0 0.0677
H 1.4359 -0.6306 -1.6027 0.4 1.0 0.1 0.0862
H 1.2591 -1.4233 -0.1377 1.1 1.1 0.4 0.0780
H 1.4195 2.3716 0.0960 -0.4 0.0 0.2 0.0466
H -0.3178 2.8680 -0.6509 2.2 -3.0 1.3 0.1365
H 0.9709 1.8598 -1.5938 -0.8 0.4 2.6 0.1056
H -1.8186 0.7266 -0.6565 -0.9 0.3 0.2 0.1219
H -2.0076 -1.6155 -1.0162 0.4 -0.7 0.5 0.1339
H -0.4792 -3.0789 0.9942 -1.5 1.4 -0.8 0.1405
H -0.4110 0.9616 2.0508 -0.5 -0.3 -0.4 0.1243
N -1.5689 -1.3168 -0.1541 1.0 -1.4 0.2 0.0390
N -0.4256 -1.1811 1.8045 0.7 -0.7 -1.6 0.0356
```
Forces are in eV/Å.

SMILES: CC1(C)[C@@H]2N=CN[C@@H]21
ΔE to the lowest compared entry with this formula, charge and spin, kJ/mol: 324.3



F2NOP | ωB97M-V with the def2-TZVPD basis set

XYZ file:
```
5
Properties=species:S:1:pos:R:3:forces:R:3:lowdin_charge:R:1
N 0.0381 0.0960 0.1172 -3.7 -1.0 -0.1 -0.3596
O -0.9589 -0.5311 0.1193 -1.2 0.0 0.0 0.0868
F 2.2983 -0.6104 -0.0620 -0.5 1.4 0.1 -0.3612
F -2.7592 0.2817 -0.1385 1.9 -0.3 0.3 -0.3430
P 1.3817 0.7638 -0.0360 3.4 -0.1 -0.3 0.9769
```
Forces are in eV/Å.

ΔE to the lowest compared entry with this formula, charge and spin, kJ/mol: 424.0



C4H5N2O | ωB97M-V with the def2-TZVPD basis set

XYZ file:
```
12
Properties=species:S:1:pos:R:3:forces:R:3:lowdin_charge:R:1
C 0.3507 1.0635 0.1218 -1.4 -0.1 -0.3 -0.0212
C -0.9883 1.5799 0.0796 -0.2 1.0 -1.3 -0.0717
C 0.7554 -0.1502 -0.0566 0.8 1.1 0.3 0.1125
C 1.5567 -1.2604 0.0806 0.1 -2.9 -1.4 -0.0105
N -1.9145 0.6729 -0.1184 0.5 3.5 1.3 0.1279
N -2.3304 -0.3277 -0.4558 -0.2 -2.7 -1.4 -0.0611
O -2.8418 -1.3453 -0.1567 -0.8 -0.8 0.3 0.1457
H 1.1707 1.7550 0.2075 0.6 0.4 0.0 0.1687
H -1.2366 2.6137 -0.2885 0.5 -1.2 1.1 0.1529
H 1.2526 -1.9923 0.8532 -0.1 0.3 -0.1 0.1434
H 2.3826 -0.7717 0.6147 0.6 0.1 -0.1 0.1591
H 1.8430 -1.8376 -0.8816 -0.3 1.2 1.6 0.1544
```
Forces are in eV/Å.

ΔE to the lowest compared entry with this formula, charge and spin, kJ/mol: 644.6
Charge: +1



C4H14N2O | ωB97M-V with the def2-TZVPD basis set

XYZ file:
```
21
Properties=species:S:1:pos:R:3:forces:R:3:lowdin_charge:R:1
C -0.5319 1.3097 1.0301 -0.8 2.4 0.0 -0.3177
N -1.2243 2.3874 0.2596 -0.2 -0.2 -0.1 -0.0355
C 0.4643 0.6180 0.2011 0.9 -3.8 -1.1 -0.3042
C 0.9958 -0.7448 0.7979 -0.8 1.3 0.3 -0.2333
C -0.0288 -1.8399 1.1552 0.4 0.1 -0.7 -0.3209
N 0.5569 -3.1788 1.0652 -0.3 -0.6 0.8 -0.0371
H -1.3093 0.7083 1.4979 0.1 -0.5 -0.2 0.1031
H -0.0684 1.8595 1.8621 0.2 -0.4 0.0 0.1023
H -0.5353 2.8148 -0.3540 0.1 0.1 0.1 0.0312
H -1.8748 1.9802 -0.4163 0.2 -0.1 0.3 0.0412
H 1.3508 1.1563 -0.1363 -0.1 0.6 0.5 0.0757
H 0.0955 0.2271 -0.7629 -0.7 0.8 0.1 0.0718
H 1.5164 -0.4395 1.7106 0.6 -0.6 -0.1 0.0956
H 1.6217 -1.1726 0.0153 0.5 0.1 0.3 0.0709
H -0.4109 -1.7084 2.1589 -0.1 0.0 0.3 0.0959
H -0.8964 -1.8322 0.4884 0.1 0.3 -0.1 0.0983
H 1.0044 -3.4725 1.9317 0.0 0.2 -0.4 0.0523
H 1.2023 -3.2920 0.2985 0.1 0.2 0.0 0.0435
H -0.0583 1.1291 -3.8572 0.4 -0.2 -0.5 -0.1092
H -1.0128 1.8345 -4.9432 0.5 -0.3 -0.1 -0.0626
O -0.8569 1.6557 -4.0027 -0.9 0.6 0.7 -0.4610
```
Forces are in eV/Å.

Multiplicity: 2
⟨S²⟩: 0.750
ΔE to the lowest compared entry with this formula, charge and spin, kJ/mol: 57.4
Charge: -1